(1)
The following is a quantum chemistry calculation of a 3-piece molecular cluster, C25H38BrClO3S overall at a distorted geometry, from the OMol25 dataset.

**SMILES string**: CCOC[C@@H](CCCS)OC[C@@H](Br)OCCCCCl.c1ccccc1.c1ccccc1
**Energy**: -4633.41949 Ha
**Highest occupied orbital energy**: -9.1 eV
**Net charge**: 0

```
69
Properties=species:S:1:pos:R:3:forces:R:3
C -1.029 2.528 3.861 0.260 0.265 0.533
C -0.843 3.870 3.084 0.088 -0.381 0.872
O -1.599 3.949 1.874 0.757 -0.079 -0.159
C -0.758 3.516 0.797 -0.323 -1.099 0.520
C -1.552 2.964 -0.430 1.026 1.058 -0.692
C -0.528 2.199 -1.350 -0.116 -0.157 0.244
C -0.071 3.026 -2.581 0.472 -0.829 -0.117
C 0.989 2.253 -3.439 -0.251 0.888 -0.664
S 0.210 0.922 -4.446 -0.014 -0.561 0.037
O -2.696 2.199 -0.110 0.667 -0.139 0.239
C -2.418 1.157 0.803 -0.892 -0.041 0.288
C -3.210 -0.172 0.510 0.742 0.724 0.274
Br -4.566 0.045 -0.920 0.577 -0.233 0.466
O -2.270 -1.181 0.194 -1.160 0.120 0.466
C -2.071 -2.075 1.280 1.034 -0.630 0.339
C -1.027 -1.588 2.344 0.228 -0.570 0.659
C 0.184 -2.578 2.540 0.227 1.393 -0.686
C 1.458 -2.073 1.790 -0.322 -0.616 -0.029
Cl 2.163 -0.575 2.552 -0.426 -0.478 -0.273
H -0.155 2.378 4.536 -0.462 0.151 -0.438
H -1.075 1.634 3.217 -0.035 0.516 0.175
H -1.909 2.564 4.538 0.315 -0.108 -0.681
H -1.145 4.698 3.757 0.071 -0.338 -0.531
H 0.246 3.981 2.889 -0.581 0.165 -0.095
H -0.155 2.661 1.196 -0.203 0.497 -0.368
H -0.036 4.318 0.538 -0.413 -0.333 -0.244
H -1.920 3.823 -1.033 -0.099 -0.493 0.482
H -1.018 1.254 -1.674 0.223 0.596 -0.010
H 0.359 1.881 -0.752 -0.402 0.264 -0.378
H 0.395 3.985 -2.278 -0.406 -0.356 -0.026
H -0.950 3.202 -3.229 0.430 0.215 0.332
H 1.786 1.794 -2.825 -0.543 0.064 -0.257
H 1.497 2.939 -4.148 -0.315 -0.332 0.497
H 0.045 1.370 -5.730 0.375 0.459 0.904
H -1.347 0.889 0.825 -0.502 0.093 -0.153
H -2.723 1.508 1.814 0.241 -0.241 -0.493
H -3.793 -0.420 1.420 0.270 -0.119 -0.677
H -3.012 -2.321 1.813 0.275 0.179 -0.548
H -1.673 -3.014 0.835 -0.401 0.558 0.120
H -1.538 -1.519 3.328 0.221 0.164 -0.568
H -0.585 -0.596 2.136 -0.503 -0.396 -0.087
H 0.442 -2.613 3.613 -0.170 -0.462 -0.497
H -0.071 -3.559 2.099 0.200 0.240 0.584
H 2.233 -2.864 1.823 -0.283 0.657 -0.022
H 1.250 -1.809 0.735 0.081 -0.160 0.627
C 5.795 -3.081 3.499 0.059 0.050 0.067
C 5.172 -1.976 4.066 -0.012 -0.053 0.016
C 5.895 -1.112 4.879 0.050 -0.052 -0.018
C 7.240 -1.355 5.130 -0.045 -0.030 -0.031
C 7.860 -2.465 4.570 -0.032 0.010 -0.011
C 7.139 -3.327 3.753 -0.037 0.032 0.001
H 5.234 -3.751 2.859 0.013 0.002 0.019
H 4.122 -1.786 3.873 0.127 -0.003 0.022
H 5.410 -0.249 5.319 0.004 -0.021 -0.013
H 7.804 -0.681 5.762 -0.010 -0.019 -0.008
H 8.908 -2.658 4.769 -0.026 0.008 -0.010
H 7.624 -4.191 3.315 -0.005 0.023 0.010
C -2.454 -1.646 -7.335 -0.059 0.007 0.047
C -3.642 -2.136 -7.864 -0.002 0.022 0.019
C -4.831 -1.979 -7.163 0.043 0.024 0.034
C -4.832 -1.336 -5.931 0.058 -0.024 -0.050
C -3.643 -0.854 -5.399 -0.006 0.023 0.008
C -2.455 -1.007 -6.101 -0.037 -0.037 -0.091
H -1.527 -1.763 -7.884 -0.017 -0.012 0.016
H -3.641 -2.640 -8.823 -0.003 0.019 0.019
H -5.758 -2.359 -7.577 0.022 0.007 0.006
H -5.760 -1.212 -5.386 0.022 -0.008 -0.002
H -3.642 -0.357 -4.435 0.018 -0.013 -0.018
H -1.529 -0.629 -5.684 -0.083 -0.069 0.002
```
Forces are in eV/Å.

=====

(2)
The following is a quantum chemistry calculation of C25H38Cl2CrN2O3P as an isolated structure at a distorted geometry, from the OMol25 dataset.

**Energy**: -3616.78149 Ha
**Highest occupied orbital energy (spin up / spin down)**: -2.1 / -3.6 eV
**Net charge**: -1
**Spin multiplicity**: 5

```
72
Properties=species:S:1:pos:R:3:forces:R:3
O 1.027 -0.173 -3.356 -0.803 0.744 0.249
C -0.060 0.369 -3.423 -3.344 -2.029 -0.284
C -0.444 1.776 -3.579 2.046 0.632 -0.163
C 0.171 2.809 -2.873 0.557 0.447 0.297
H 0.432 2.676 -1.830 0.292 -0.357 -0.131
C 0.436 4.016 -3.476 -0.212 0.546 -0.933
H 1.033 4.776 -2.978 -0.263 -0.083 0.189
C 0.019 4.254 -4.803 -0.269 -0.643 0.432
H 0.241 5.182 -5.322 0.036 -0.091 0.119
C -0.731 3.269 -5.433 -0.631 -0.155 -0.925
H -1.112 3.418 -6.466 0.300 0.033 0.840
C -0.975 2.023 -4.827 0.117 0.881 -0.234
H -1.515 1.233 -5.328 0.042 -0.051 -0.277
H -1.095 -0.207 -3.619 2.255 0.105 0.282
C -2.647 -1.022 -1.675 -3.013 -0.140 -1.031
C -2.127 0.253 -1.341 2.326 2.395 -2.592
H -3.654 -0.817 -2.020 -0.734 -0.525 -0.574
H -2.742 -1.645 -0.836 -0.293 -1.083 0.773
H -2.127 -1.531 -2.461 0.569 -0.429 -0.474
C -2.624 1.503 -1.481 -3.042 0.092 -1.112
C -4.160 1.684 -1.427 -0.466 0.034 -0.813
H -2.092 2.449 -1.650 0.101 -0.695 0.688
H -4.587 2.064 -2.382 0.204 -0.145 0.248
H -4.453 2.436 -0.667 0.286 -0.448 -0.186
H -4.701 0.727 -1.184 0.600 0.974 -0.128
Cr -1.777 0.476 0.402 3.143 -0.751 1.314
Cl -0.293 2.157 0.268 1.324 1.313 0.819
Cl -3.582 0.668 1.542 -2.429 0.132 1.729
H 4.553 1.421 -2.323 -0.663 0.139 -0.103
H 4.737 1.771 0.141 -0.653 -0.018 0.144
C 3.443 1.511 -2.214 0.158 -0.419 0.622
C 3.628 1.724 0.276 -0.489 0.201 -0.091
N 3.042 1.034 -0.872 0.557 -0.613 -0.325
H 2.907 0.885 -2.957 0.442 0.639 0.356
C 2.484 -0.209 -0.715 -2.317 0.079 2.603
O 1.802 -0.549 0.310 2.994 0.547 -3.080
H 3.367 1.150 1.189 0.123 0.553 -0.540
H 2.608 -0.881 -1.595 -0.273 0.398 0.337
H 3.151 2.584 -2.317 0.146 -0.848 -0.006
H 3.220 2.760 0.327 0.280 -0.692 0.209
H -0.673 -5.161 0.977 0.074 0.081 0.009
H 1.193 -5.417 -1.002 0.060 0.060 0.008
C -1.179 -4.626 0.168 -0.262 0.011 0.245
C 0.579 -4.700 -1.553 0.049 0.067 0.143
N -0.223 -3.902 -0.643 -0.047 -1.259 -0.401
H -1.918 -3.947 0.606 0.305 -0.024 -0.196
C -0.166 -2.579 -0.654 -2.324 3.431 2.427
O -0.988 -1.836 -0.026 3.014 -2.777 -0.639
H 1.225 -4.046 -2.144 -0.070 -0.089 0.089
H 0.665 -2.123 -1.183 0.054 -0.048 -0.385
H -1.693 -5.376 -0.434 -0.067 0.051 -0.128
H -0.064 -5.275 -2.230 0.025 0.150 0.022
C -1.797 -1.162 3.651 0.263 0.140 -0.085
P -0.507 0.005 2.960 -0.353 0.425 1.157
C -1.042 1.629 3.760 0.142 -0.419 -0.293
C 0.820 -0.439 4.200 -0.508 0.316 0.695
C 1.938 -1.095 3.725 0.687 -0.515 0.701
C 2.886 -1.618 4.628 0.086 -0.009 -0.017
C 2.721 -1.456 6.001 0.005 0.121 -0.136
C 1.617 -0.745 6.491 0.047 0.006 -0.514
C 0.682 -0.234 5.607 -0.138 -0.187 -0.790
H -2.777 -0.856 3.234 0.575 -0.329 0.388
H -1.778 -1.144 4.758 -0.175 -0.154 -0.535
H -1.505 -2.156 3.260 -0.317 0.324 0.355
H -1.290 1.474 4.833 0.044 0.293 -0.726
H -0.184 2.326 3.639 -0.664 -0.308 0.127
H -1.921 1.984 3.187 0.560 -0.053 0.477
H 2.073 -1.233 2.662 -0.062 0.034 -0.154
H 3.761 -2.167 4.250 -0.432 0.290 0.155
H 3.454 -1.857 6.703 -0.139 0.039 -0.216
H 1.481 -0.595 7.552 0.061 -0.023 0.141
H -0.198 0.302 5.991 0.503 -0.314 -0.173
```
Forces are in eV/Å.

=====

(3)
The following is a quantum chemistry calculation of C25H38F6MnO3P3S2 as an isolated structure, from the OMol25 dataset.

**Energy**: -4771.99494 Ha
**Highest occupied orbital energy (spin up / spin down)**: -4.9 / -4.7 eV
**Net charge**: -1
**Spin multiplicity**: 2

```
78
Properties=species:S:1:pos:R:3:forces:R:3
Mn 2.082 0.515 -0.090 0.780 0.604 0.074
C 3.981 0.283 -1.251 -0.097 -0.278 -0.369
C 4.301 0.816 -0.001 0.154 -0.376 0.391
C 3.653 2.055 0.143 -0.198 0.311 0.320
C 2.958 2.309 -1.062 -0.295 0.504 -0.154
C 3.153 1.225 -1.913 -0.017 -0.343 -0.433
H 4.260 -0.686 -1.633 0.065 0.028 -0.031
H 4.911 0.349 0.750 0.026 0.070 -0.038
H 3.696 2.688 1.012 0.045 0.016 -0.039
H 2.358 3.177 -1.291 0.039 0.011 -0.007
H 2.692 1.086 -2.875 0.096 -0.006 0.028
C -0.929 2.630 -0.313 -0.092 -0.021 0.012
P 0.329 1.853 0.771 -0.001 -0.051 -0.243
C 1.085 3.388 1.431 0.016 0.066 0.007
C -0.657 1.332 2.239 -0.045 -0.020 0.008
C -0.408 1.893 3.493 -0.008 -0.060 -0.012
C -1.138 1.522 4.610 0.000 -0.004 0.011
C -2.140 0.573 4.494 0.002 0.014 0.009
C -2.375 -0.011 3.262 -0.012 0.022 -0.028
C -1.643 0.344 2.130 -0.082 -0.025 0.057
P -1.871 -0.536 0.524 -0.017 -0.007 0.112
C -3.666 -0.953 0.615 -0.071 -0.002 -0.084
C -1.141 -2.134 1.027 0.022 -0.049 -0.079
H -1.613 3.270 0.247 0.008 -0.002 0.012
H -1.484 1.842 -0.822 0.039 0.055 0.000
H -0.410 3.231 -1.064 0.018 0.003 0.030
H 0.342 4.050 1.878 -0.031 -0.013 0.014
H 1.566 3.912 0.606 -0.003 -0.013 0.042
H 1.848 3.141 2.169 -0.005 0.024 -0.010
H 0.383 2.613 3.624 0.045 0.064 -0.012
H -0.910 1.967 5.571 -0.005 0.004 -0.011
H -2.718 0.274 5.360 0.007 -0.004 -0.006
H -3.135 -0.779 3.184 -0.001 0.000 0.013
H -3.947 -1.585 1.460 0.037 -0.009 0.012
H -3.922 -1.485 -0.302 0.003 -0.007 -0.026
H -4.261 -0.037 0.644 0.016 0.001 0.007
H -1.529 -2.487 1.985 -0.030 0.003 -0.005
H -0.065 -1.995 1.100 -0.061 0.032 -0.055
H -1.326 -2.865 0.241 -0.020 -0.037 -0.021
C -2.208 1.917 -3.808 -0.042 0.028 0.075
C -1.005 1.005 -3.951 -0.076 -0.070 -0.047
C 0.313 1.748 -3.921 0.071 -0.019 0.018
O -1.082 0.069 -2.867 0.083 0.002 0.088
P -0.285 -1.345 -2.845 0.057 0.087 -0.125
S 0.167 -1.933 -4.662 -0.010 0.003 -0.064
S 1.273 -1.293 -1.588 -0.400 -0.073 0.203
O -1.435 -2.282 -2.197 0.011 -0.027 0.031
C -2.396 -2.977 -3.016 0.021 -0.009 0.040
C -3.417 -2.022 -3.607 -0.016 0.056 0.049
C -3.030 -4.031 -2.130 -0.006 -0.022 -0.001
H -2.235 2.640 -4.626 0.012 -0.010 -0.023
H -2.168 2.465 -2.864 0.006 -0.020 -0.066
H -3.129 1.333 -3.827 -0.001 0.008 0.003
H -1.078 0.435 -4.882 0.019 0.043 -0.022
H 0.479 2.188 -2.934 -0.011 -0.016 -0.036
H 0.327 2.538 -4.674 -0.011 -0.009 -0.011
H 1.127 1.052 -4.130 -0.064 0.036 -0.031
H -1.844 -3.456 -3.827 -0.007 -0.009 -0.017
H -3.921 -1.461 -2.816 0.008 0.001 0.025
H -4.166 -2.581 -4.171 0.016 -0.013 0.002
H -2.935 -1.313 -4.280 0.013 -0.011 -0.022
H -3.581 -3.573 -1.306 0.017 0.027 0.019
H -2.266 -4.687 -1.713 0.003 0.010 0.008
H -3.730 -4.636 -2.711 0.021 0.008 -0.007
C 3.623 -1.890 1.931 0.061 -0.027 -0.059
C 2.640 -0.921 2.599 -0.052 0.011 0.013
O 1.912 -0.135 1.771 -0.176 -0.474 0.237
C 1.664 -1.807 3.436 0.071 -0.041 0.067
F 1.226 -2.847 2.702 0.061 -0.022 0.070
F 2.257 -2.352 4.530 -0.027 0.052 -0.050
F 0.589 -1.149 3.868 0.018 0.008 0.002
C 3.413 -0.011 3.589 0.076 -0.008 0.035
F 4.291 -0.674 4.376 -0.012 0.000 0.015
F 2.595 0.673 4.407 -0.034 -0.005 0.041
F 4.139 0.905 2.924 0.013 0.027 0.011
H 3.096 -2.391 1.121 0.001 0.006 -0.008
H 4.001 -2.631 2.635 -0.015 -0.022 0.000
H 4.468 -1.355 1.508 -0.024 -0.010 0.042
```
Forces are in eV/Å.